[1]
C4H9N2O2 | ωB97M-V with the def2-TZVPD basis set

Values from the calculation:
Charge ... -1
HOMO-LUMO gap ... 6.3 eV
LUMO level ... 3.66 eV
Relative energy (zero: lowest compared OMol25 entry of this formula, charge and spin) ... 46.22 kcal/mol
Total energy ... -11369.1611 eV

Each line ends with the natural charge from an NBO analysis.
Positions of all 17 atoms, in Å:
N: -0.700 2.542 0.071  -0.862
C: -1.211 1.229 -0.023  0.699
O: -2.361 1.007 -0.313  -0.628
C: -0.186 0.245 0.449  -0.140
N: -0.812 -0.670 1.387  -0.868
C: 0.352 -0.535 -0.883  -0.448
C: 1.471 -1.614 -0.442  -0.005
O: 0.968 -2.589 0.322  -0.951
H: -1.148 3.418 -0.126  0.382
H: 0.289 2.587 0.227  0.377
H: 0.665 0.744 0.931  0.171
H: -0.157 -1.440 1.544  0.418
H: -1.648 -1.030 0.953  0.355
H: 0.659 0.262 -1.550  0.165
H: -0.525 -1.135 -1.153  0.203
H: 2.360 -1.119 0.016  0.070
H: 1.982 -1.904 -1.410  0.064

[2]
C20H23N7O4RuS | ωB97M-V with the def2-TZVPD basis set

Values from the calculation:
Charge ... +1
HOMO-LUMO gap (alpha / beta) ... 6.0 / 6.0 eV
LUMO level (alpha / beta) ... -4.94 / -4.91 eV
Multiplicity ... 2
Total energy ... -53142.3784 eV

Each line ends with the Mulliken spin population.
Positions of all 56 atoms, in Å:
Ru: -0.187 -0.877 -0.356  0.812
N: -0.648 3.189 0.731  0.009
C: -0.225 3.499 2.000  -0.004
C: -0.538 4.741 2.564  0.002
C: -0.132 5.042 3.845  -0.001
C: 0.604 4.119 4.592  0.002
C: 0.949 2.902 4.042  0.000
C: 0.542 2.585 2.749  0.006
S: 1.121 1.117 1.982  0.007
N: 0.078 0.912 0.694  -0.008
C: -0.589 1.962 0.123  -0.016
C: -1.191 1.734 -1.139  0.033
C: -1.863 2.707 -1.921  0.002
C: -2.265 2.402 -3.194  -0.002
C: -1.995 1.129 -3.716  0.004
C: -1.414 0.194 -2.888  -0.002
N: -1.058 0.455 -1.633  0.023
H: -1.139 3.925 0.239  -0.001
H: -1.101 5.457 1.983  0.000
H: -0.388 5.996 4.276  0.000
H: 0.916 4.365 5.595  0.000
H: 1.538 2.194 4.602  0.000
H: -2.037 3.694 -1.525  0.000
H: -2.764 3.138 -3.801  0.000
H: -2.235 0.880 -4.734  0.000
H: -1.226 -0.813 -3.241  0.001
N: -1.243 -1.889 1.834  -0.014
C: -0.212 -2.012 2.836  0.000
C: 1.222 -1.979 2.175  0.001
O: 2.175 -2.258 2.861  0.010
O: 1.223 -1.648 0.955  -0.009
H: -2.057 -1.376 2.155  0.001
H: -1.530 -2.800 1.485  0.000
H: -0.258 -2.943 3.408  -0.001
H: -0.238 -1.172 3.531  0.000
C: 1.062 -4.286 -0.487  0.000
O: 1.102 -3.131 -1.299  0.022
C: 2.414 -2.778 -1.682  0.000
C: 2.316 -1.528 -2.555  -0.001
O: 1.858 -0.386 -1.850  0.003
C: 2.900 0.333 -1.213  0.002
H: 1.441 -5.150 -1.042  0.002
H: 0.017 -4.450 -0.227  -0.001
H: 1.661 -4.161 0.423  0.001
H: 2.864 -3.595 -2.265  0.002
H: 3.036 -2.592 -0.793  0.000
H: 1.578 -1.710 -3.341  -0.001
H: 3.292 -1.319 -3.010  0.001
H: 3.672 0.595 -1.947  -0.001
H: 3.357 -0.229 -0.391  -0.001
H: 2.459 1.251 -0.830  0.000
N: -1.424 -2.218 -1.085  0.017
C: -2.400 -2.691 -1.565  0.029
N: -3.355 -3.366 -1.926  0.053
C: -4.376 -3.492 -2.686  -0.014
N: -5.308 -3.668 -3.339  0.033